Molecular formula: C52H47CdCl2INO4P2S
Method: DFT, the ωB97M-V functional and the def2-TZVPD basis

Properties
HOMO-LUMO gap = 5.2 eV
Total charge = -1
Strongest force on any atom = 1.01 eV Å⁻¹
Energy relative to the best compared isomer or geometry (same formula, charge and spin) = 36.9 kcal/mol
E_LUMO = 1.79 eV

Positions of all 111 atoms, in Å:
Cd  0.39352  0.59567  -0.19367
O  0.39769  1.70525  2.18651
C  0.26210  3.10004  2.41792
C  0.14395  3.74906  0.98690
O  -0.17541  4.93479  0.94267
O  0.48640  2.99577  0.02337
C  -0.96997  3.38688  3.25690
C  -1.89412  2.38315  3.53373
C  -3.01435  2.64315  4.31252
C  -3.22958  3.91277  4.82481
C  -2.32864  4.92584  4.52991
C  -1.21277  4.66831  3.74837
C  1.56785  3.60081  3.03540
C  2.69817  3.68577  2.22372
C  3.92648  4.03474  2.76023
C  4.04799  4.29435  4.11891
C  2.93270  4.20027  4.93575
C  1.69994  3.85076  4.39818
H  0.65352  1.27766  3.01180
H  -1.74505  1.38969  3.13326
H  -3.72239  1.84729  4.51288
H  -4.09644  4.11452  5.44257
H  -2.49963  5.92736  4.90643
H  -0.52416  5.46585  3.50371
H  2.61018  3.47092  1.16492
H  4.79242  4.09962  2.11348
H  5.01019  4.55833  4.54069
H  3.01832  4.39259  5.99879
H  0.83670  3.77937  5.04667
I  -2.02253  -1.63889  0.93174
C  -1.66958  -3.60846  1.65792
C  -2.19598  -3.73336  2.91664
C  -2.22918  -4.96167  3.59036
C  -1.74626  -6.06442  2.96421
C  -1.15483  -5.97331  1.68323
C  -0.65499  -7.16390  1.11894
C  -0.05065  -7.15556  -0.09920
C  0.10698  -5.93838  -0.76578
C  -0.34979  -4.73298  -0.27037
P  0.13724  -3.26601  -1.33403
C  1.95580  -3.57323  -1.33954
C  2.72649  -4.19261  -2.31803
C  4.10819  -4.25417  -2.18809
C  4.73757  -3.70286  -1.08296
C  3.97625  -3.10525  -0.08813
C  2.59988  -3.04171  -0.22088
C  -0.49437  -3.93605  -2.92575
C  0.13272  -3.63723  -4.13729
C  -0.41198  -4.05699  -5.34132
C  -1.62231  -4.73604  -5.36393
C  -2.28197  -4.99139  -4.17115
C  -1.72151  -4.59783  -2.96372
C  -1.05347  -4.71642  0.97949
H  -2.61567  -2.86065  3.39828
H  -2.65520  -5.02191  4.58326
H  -1.79392  -7.03778  3.43804
H  -0.75237  -8.08278  1.68508
H  0.32719  -8.06912  -0.54141
H  0.61755  -5.93992  -1.71838
H  2.26452  -4.64597  -3.18448
H  4.69552  -4.72855  -2.96547
H  5.81662  -3.73756  -0.99905
H  4.45623  -2.66725  0.77794
H  2.00892  -2.56078  0.55129
H  1.04236  -3.05139  -4.13597
H  0.10363  -3.83825  -6.26888
H  -2.05388  -5.05102  -6.30594
H  -3.23876  -5.49973  -4.17548
H  -2.25097  -4.80522  -2.04150
C  0.51422  0.94345  -3.77652
S  -0.90428  0.11875  -3.02996
C  -2.18299  0.64817  -4.19019
O  -1.17172  3.29137  -2.19778
H  0.34194  2.01877  -3.77444
H  0.65552  0.56977  -4.79231
H  1.37876  0.69960  -3.14929
H  -1.88852  0.36420  -5.20035
H  -2.32152  1.72761  -4.11817
H  -3.10218  0.12651  -3.92466
C  -2.22643  3.81753  -1.42801
P  -2.74680  2.67611  -0.02913
C  -3.81783  1.53582  -1.01697
C  -4.02732  3.80255  0.65869
C  -3.69027  5.12050  0.97396
C  -4.63803  5.98574  1.50180
C  -5.93109  5.54619  1.74642
C  -6.26695  4.22884  1.47082
C  -5.32155  3.36338  0.93965
H  -1.94058  4.77768  -0.99422
H  -3.08634  3.96694  -2.08615
H  -0.39342  3.30552  -1.60310
H  -4.59809  2.08384  -1.54880
H  -4.27273  0.77682  -0.37709
H  -3.16899  1.02970  -1.73124
H  -2.67387  5.46651  0.82530
H  -4.35494  7.00402  1.73948
H  -6.66938  6.22144  2.16199
H  -7.27182  3.87264  1.66621
H  -5.60307  2.33665  0.73885
Cl  4.43870  0.60351  -2.96213
C  4.50672  0.21018  -1.26614
C  5.73727  0.09411  -0.67266
C  5.85421  -0.22076  0.68380
C  4.69075  -0.44908  1.40277
C  3.45758  -0.34427  0.79359
Cl  2.05423  -0.76802  1.75125
C  3.23468  0.04821  -0.58339
N  2.11371  0.21448  -1.23793
H  6.62566  0.25653  -1.27137
H  6.82406  -0.30012  1.15630
H  4.73979  -0.72607  2.44951

=====

Molecular formula: C52H47Cl2IrN5O3S3Se3Te
Method: DFT, the ωB97M-V functional and the def2-TZVPD basis

Properties
Spin multiplicity = 2
HOMO-LUMO gap (spin up / spin down) = 4.6 / 4.4 eV
Strongest force on any atom = 4.15 eV Å⁻¹
E_LUMO (spin up / spin down) = -0.86 / -0.85 eV

Positions of all 117 atoms, in Å:
Ir  0.52530  0.44480  -0.27120
N  -0.30270  1.28640  1.31140
S  -0.45990  2.67690  1.81580
N  -1.98360  3.24310  1.81660
S  -2.99570  3.04090  0.62810
N  -2.46440  3.36350  -0.81660
S  -1.68380  2.38180  -1.85120
N  -0.81090  1.28710  -1.39920
C  -2.96760  1.68390  -2.88830
C  -3.02260  0.31160  -3.05960
C  -4.05260  -0.23760  -3.79970
C  -5.00580  0.59230  -4.37220
C  -4.93250  1.97000  -4.20550
C  -3.91200  2.52240  -3.45470
C  -0.80550  3.52420  -2.92360
C  -0.18620  4.64740  -2.40290
C  0.69090  5.36570  -3.19650
C  0.94030  4.95670  -4.49830
C  0.32250  3.82590  -5.01240
C  -0.55030  3.10130  -4.22140
C  -4.21430  4.25910  0.91550
C  -4.74370  4.38860  2.20980
C  -5.79810  5.24410  2.42900
C  -6.35420  5.96850  1.37380
C  -5.85640  5.79870  0.08330
C  -4.80550  4.94320  -0.15550
C  -3.76330  1.47070  0.80160
C  -4.65910  1.00340  -0.17280
C  -5.34550  -0.16950  0.04910
C  -5.19480  -0.85900  1.25290
C  -4.35700  -0.35240  2.24490
C  -3.64430  0.80740  2.03220
C  -0.08590  2.66320  3.56450
C  0.93280  1.82350  3.99560
C  1.22500  1.74650  5.34350
C  0.50010  2.50920  6.24970
C  -0.51870  3.34300  5.80800
C  -0.81330  3.43000  4.46020
C  0.47960  4.11160  1.21810
C  1.83110  4.00150  0.93460
C  2.54090  5.12590  0.54560
C  1.90110  6.35420  0.45210
C  0.54940  6.46020  0.75060
C  -0.16450  5.33770  1.13660
H  -2.25440  -0.29840  -2.60770
H  -4.10550  -1.30730  -3.93020
H  -5.81080  0.16940  -4.95390
H  -5.66830  2.61090  -4.66570
H  -3.82990  3.58590  -3.29240
H  -0.38750  4.93940  -1.38480
H  1.18660  6.23710  -2.79480
H  1.62870  5.51410  -5.11390
H  0.52750  3.50430  -6.02330
H  -1.02470  2.20480  -4.59470
H  -4.30240  3.81450  3.00970
H  -6.20440  5.35270  3.42470
H  -7.17100  6.65130  1.55650
H  -6.29840  6.34700  -0.73570
H  -4.39590  4.80040  -1.14240
H  -4.79380  1.56530  -1.08680
H  -6.00520  -0.55840  -0.71380
H  -5.72370  -1.78360  1.40940
H  -4.24570  -0.88100  3.18110
H  -2.97000  1.20650  2.77790
H  1.47600  1.24300  3.26750
H  2.01130  1.09090  5.68760
H  0.72910  2.45020  7.30210
H  -1.08610  3.92420  6.51830
H  -1.59870  4.06580  4.08160
H  2.32060  3.04500  1.01440
H  3.59460  5.04230  0.31770
H  2.45760  7.23100  0.15610
H  0.05220  7.41880  0.67900
H  -1.21660  5.39820  1.37000
Se  -2.01460  -1.07950  0.14810
Se  -2.04240  -2.91900  -1.08740
Te  0.68390  -2.15550  -1.53700
Se  2.14090  -3.79830  -0.66360
Cl  -2.00570  -5.66040  3.69790
C  -1.56430  -4.00530  3.54310
C  -1.66960  -3.14340  4.62700
C  -1.30660  -1.81720  4.44440
C  -0.88780  -1.40650  3.19020
N  -0.79840  -2.23990  2.16420
C  -1.10840  -3.51370  2.32760
H  -2.03570  -3.50980  5.57560
H  -1.36930  -1.10880  5.25630
H  -0.61580  -0.37930  2.98560
H  -1.00280  -4.15580  1.46290
Cl  5.98240  -2.24670  5.80830
C  5.03920  -1.58240  4.52540
C  5.51470  -0.47380  3.84080
C  4.76480  0.04540  2.80440
C  3.55720  -0.54630  2.44960
C  3.09390  -1.66100  3.14150
C  3.83020  -2.17480  4.19070
C  2.73470  0.05760  1.36300
O  2.97050  1.19590  0.94020
O  1.76140  -0.63750  0.92480
H  6.45880  -0.02850  4.11290
H  5.10340  0.90790  2.24960
H  2.16180  -2.11670  2.84260
H  3.47660  -3.03370  4.73880
C  2.43370  0.30530  -4.22640
C  2.71790  0.37670  -2.71850
C  2.86860  1.84310  -2.28890
C  3.97390  -0.42790  -2.37020
O  1.61390  -0.17530  -2.04750
H  3.23510  0.77110  -4.79330
H  1.50230  0.82450  -4.44040
H  2.34080  -0.73390  -4.53450
H  3.66660  2.32840  -2.84690
H  3.10030  1.89230  -1.22780
H  1.93390  2.37840  -2.46130
H  4.83310  -0.06950  -2.93030
H  3.80910  -1.48090  -2.59950
H  4.18040  -0.34260  -1.30550